{
  "formula": "C24H30BBiF5N5O3STe",
  "method": "the ωB97M-V functional and the def2-TZVPD basis",
  "spin_multiplicity": 1,
  "mol_weight_g_mol": 911.0,
  "total_energy_ha": -2837.02047,
  "e_homo_ev": -8.0,
  "elements": ["O", "H", "C", "C", "Te", "C", "C", "H", "H", "H", "H", "C", "C", "H", "F", "H", "H", "C", "H", "H", "C", "N", "F", "C", "H", "Bi", "H", "C", "C", "C", "H", "H", "N", "C", "C", "H", "H", "N", "H", "C", "H", "C", "H", "F", "H", "H", "C", "S", "O", "H", "B", "H", "C", "H", "H", "C", "H", "C", "N", "C", "H", "C", "H", "C", "F", "F", "H", "N", "C", "O", "H"],
  "coordinates": [[1.343, 0.419, 2.640], [0.270, 5.111, -6.030], [-0.310, -3.848, 2.017], [0.830, 2.747, -2.991], [-2.936, 0.506, -0.458], [0.060, 4.848, -3.895], [1.000, 1.738, 2.787], [-0.027, -1.891, -2.247], [0.834, -5.098, 0.646], [1.223, 1.875, 4.921], [1.528, -4.920, 2.236], [0.432, 4.447, -5.191], [2.269, -3.410, -0.954], [-0.869, -4.711, 2.405], [-4.536, 0.915, 0.373], [2.068, 0.754, -5.467], [-1.826, -1.121, 4.489], [0.632, 3.738, 4.050], [2.906, -4.279, -1.124], [1.183, -3.698, -2.764], [1.639, -0.324, 3.818], [-1.962, 0.383, 1.606], [-3.219, 1.636, -1.943], [-1.420, -3.108, -1.397], [0.057, 4.274, 0.760], [0.199, -0.740, 0.325], [-1.851, -2.590, 1.541], [1.028, 1.846, -1.888], [-2.044, 0.271, 2.760], [0.297, 4.423, 2.894], [0.000, 5.461, 2.940], [-0.098, -3.204, 2.874], [0.733, 1.700, 0.386], [1.535, 0.566, -2.105], [0.684, 2.429, 1.614], [-1.614, -3.803, -2.222], [-0.395, 5.820, -3.747], [-0.054, -2.557, -1.481], [1.271, 2.882, -6.375], [0.956, -3.604, -1.697], [2.382, -0.773, -3.556], [0.248, 4.021, -2.820], [-1.173, -4.815, -0.084], [-3.871, -0.590, -1.702], [0.780, -0.344, 4.489], [-1.503, 0.838, 4.881], [1.937, 0.206, -3.424], [2.138, -3.097, 0.827], [-1.263, -0.024, -1.075], [-2.116, -2.282, -1.490], [-2.182, 0.025, 4.301], [2.513, 0.088, 4.328], [1.766, 1.054, -4.470], [0.610, 4.243, 5.007], [0.518, -4.559, -1.405], [1.192, 2.342, -4.292], [-0.067, 4.328, -1.835], [0.328, 3.768, 1.675], [0.856, 2.413, -0.633], [1.005, -4.380, 1.447], [-3.357, 0.174, 4.528], [0.986, 3.213, -5.383], [2.792, -2.526, -1.318], [0.985, 2.397, 4.006], [-3.123, -1.256, 0.380], [-2.342, 2.218, 0.136], [1.873, -1.332, 3.481], [-1.094, -3.069, 1.064], [-1.641, -3.827, -0.069], [1.720, -0.341, -1.155], [-2.712, -3.998, 0.052]],
  "forces_ev_per_angstrom": [[-0.022, -0.033, -0.048], [0.002, 0.001, 0.000], [0.012, -0.011, 0.041], [-0.015, 0.018, -0.012], [-0.007, -0.136, -0.941], [-0.005, -0.001, 0.004], [0.083, 0.049, -0.028], [-0.002, 0.002, -0.011], [0.000, 0.006, -0.018], [-0.014, -0.004, -0.016], [0.012, 0.019, -0.002], [0.006, -0.018, -0.013], [-0.008, -0.031, -0.025], [0.002, 0.020, -0.014], [0.245, -0.040, -0.098], [-0.007, -0.004, 0.000], [0.047, -0.074, 0.012], [0.007, -0.016, 0.027], [-0.003, 0.005, 0.017], [0.015, 0.015, 0.010], [0.005, -0.018, 0.030], [0.143, 0.028, 0.575], [-0.053, -0.095, 0.194], [0.024, -0.023, -0.013], [-0.004, 0.005, -0.031], [0.161, -0.055, 0.066], [-0.005, -0.016, 0.026], [-0.033, 0.000, 0.152], [-0.085, -0.015, 0.003], [-0.002, 0.015, -0.026], [0.007, 0.004, 0.002], [-0.004, 0.011, -0.004], [-0.015, 0.108, -0.176], [0.038, -0.053, -0.058], [-0.010, -0.052, -0.055], [0.003, 0.006, 0.009], [0.000, 0.004, 0.002], [-0.045, 0.000, 0.009], [-0.002, -0.003, 0.001], [0.017, -0.020, 0.010], [-0.003, 0.000, -0.005], [0.001, 0.000, -0.038], [0.007, 0.002, -0.013], [0.088, 0.153, 0.126], [-0.039, -0.003, 0.024], [0.050, -0.011, 0.020], [-0.014, 0.022, 0.020], [0.005, 0.023, 0.062], [-0.354, 0.154, 0.123], [-0.046, 0.024, -0.011], [0.117, 0.065, -0.093], [-0.016, 0.011, -0.023], [0.004, -0.002, 0.009], [-0.014, -0.001, 0.000], [0.002, 0.012, 0.008], [0.006, -0.035, 0.021], [0.004, 0.007, 0.023], [-0.042, -0.050, 0.053], [0.042, -0.070, 0.137], [-0.025, -0.048, -0.010], [-0.038, -0.030, 0.026], [-0.007, 0.033, -0.002], [0.009, 0.024, -0.008], [-0.029, 0.020, -0.004], [-0.078, 0.307, -0.007], [-0.076, -0.274, 0.002], [-0.006, 0.009, 0.004], [-0.060, 0.012, -0.021], [0.017, -0.029, 0.039], [0.005, 0.053, -0.058], [0.001, 0.023, -0.006]]
}